# C5H8ClN

C5H8ClN in the gas phase in a non-equilibrium geometry (the ωB97M-V functional and the def2-TZVPD basis, the OMol25 dataset).

XYZ file:
```
15
Properties=species:S:1:pos:R:3:forces:R:3:mulliken_charge:R:1
N 2.8236 -0.1653 -0.1508 -2.521 -0.276 -0.874 -0.599
C 1.6012 -1.1092 0.0313 0.791 -0.540 1.204 -0.574
C 0.1580 -0.5153 0.0568 1.154 0.958 0.288 -0.228
C -0.2816 0.7695 -0.1659 -0.101 -3.186 1.057 0.096
C -1.6845 1.2008 0.0874 -1.608 0.811 -1.362 -0.578
C -2.8654 0.5068 0.0385 2.818 0.405 0.201 -0.209
Cl -2.8976 -1.1831 -0.1386 -0.304 -1.023 -0.083 -0.192
H 2.9074 0.4224 0.6933 -0.240 -0.187 -0.803 0.268
H 2.5611 0.4470 -0.9969 0.745 -0.997 1.910 0.265
H 1.7193 -1.9713 -0.7052 -0.385 1.338 0.551 0.281
H 1.6566 -1.7348 1.0688 0.292 1.799 -2.168 0.282
H -0.4388 -1.2660 0.5369 -0.782 -0.007 -0.231 0.286
H 0.5094 1.4211 -0.4710 -0.177 0.947 -0.231 0.283
H -1.9109 2.2933 0.0231 0.601 -0.818 0.434 0.235
H -3.8578 0.8840 0.0923 -0.283 0.777 0.107 0.385
```
Forces are in eV/Å.

Computed properties:
Calculated total energy, Eh: -710.18063
Structure (SMILES): NC/C=C/C=C\Cl
Total charge: 0
Frontier orbital gap, Ha: 0.34129
Relative energy (zero: lowest compared OMol25 entry of this formula, charge and spin), kJ/mol: 188.3
HOMO energy, eV: -8.6

=====

# C5H14

A 2-piece molecular cluster, C5H14 overall in a non-equilibrium geometry (the ωB97M-V functional and the def2-TZVPD basis, the OMol25 dataset).

XYZ file:
```
19
Properties=species:S:1:pos:R:3:forces:R:3:mulliken_charge:R:1
C -1.6792 0.9751 0.9425 0.033 0.088 0.777 -1.187
C -0.3419 0.6069 1.5395 -0.059 3.654 3.152 -0.015
C -0.2718 0.0459 2.9813 -3.142 0.011 0.014 -1.128
H -2.0862 1.7807 1.5393 -0.585 0.223 -0.146 0.350
H -2.3906 0.1506 0.8498 0.118 -0.129 0.591 0.319
H -1.5514 1.2777 -0.0706 0.201 0.684 -0.796 0.322
H 0.0303 -0.1268 1.0072 2.156 -3.572 -3.088 0.182
H 0.4371 1.4676 1.5261 -1.433 -1.115 -0.362 0.251
H -0.3077 0.8063 3.7570 -0.013 0.359 -0.053 0.310
H -1.2692 -0.5911 3.2100 2.702 0.735 -0.528 0.248
H 0.6982 -0.4103 3.0552 0.032 -0.947 0.419 0.335
C 0.4572 -0.9329 -2.8719 -3.658 0.437 -0.862 -0.622
C 1.7193 -0.5107 -2.2426 1.397 -2.653 2.507 -0.765
H 0.3695 -0.7295 -3.9657 0.460 -0.117 0.661 0.297
H 0.2607 -2.0632 -2.7853 0.102 1.830 0.278 0.229
H -0.4601 -0.2808 -2.4469 1.824 -1.806 -0.726 0.115
H 2.4604 -1.3289 -2.3336 -0.253 0.087 -0.059 0.273
H 1.6331 -0.4280 -1.1319 -0.174 0.135 -0.739 0.114
H 2.2921 0.2916 -2.5594 0.293 2.096 -1.040 0.372
```
Forces are in eV/Å.

Computed properties:
Calculated total energy, Eh: -198.83806
Structure (SMILES): CCC.CC
Total charge: 0
Frontier orbital gap, Ha: 0.44722
Relative energy (zero: lowest compared OMol25 entry of this formula, charge and spin), kJ/mol: 134.2
HOMO energy, eV: -11.1

=====

# CH12N2O5

A 5-piece molecular cluster, CH12N2O5 overall in a non-equilibrium geometry (the ωB97M-V functional and the def2-TZVPD basis, the OMol25 dataset).

XYZ file:
```
20
Properties=species:S:1:pos:R:3:forces:R:3:mulliken_charge:R:1
N -2.1950 0.7375 0.1599 0.196 -0.262 -0.946 -0.378
C -1.3044 0.7419 -0.8757 0.789 -0.725 0.942 0.665
N -0.3816 1.7420 -0.8362 -0.211 0.491 -0.287 -0.359
O -1.2445 -0.2054 -1.6567 -0.174 0.497 -0.533 -0.700
H -2.7882 -0.0690 0.2219 -0.062 0.084 0.228 0.233
H -2.2125 1.4884 0.8012 -0.326 0.414 0.612 0.171
H 0.2174 1.9029 -1.6249 0.148 -0.421 -0.066 0.237
H -0.2905 2.3750 -0.0644 -0.228 0.013 0.108 0.179
O 0.5567 1.0237 2.7742 0.228 0.220 -0.632 -0.655
H -0.2501 0.5277 2.6377 -0.485 -0.134 0.308 0.286
H 1.0689 0.6271 2.0441 -0.061 0.256 0.592 0.376
O -0.5740 -2.1965 0.1438 0.071 -0.585 0.382 -0.640
H -0.3481 -1.5059 -0.4952 -0.328 -0.072 -0.254 0.325
H -0.4877 -3.0396 -0.3088 -0.160 0.101 -0.212 0.289
O 1.4184 -0.9951 1.2487 1.689 0.281 -0.214 -0.566
H 2.3773 -1.0562 1.3139 0.402 0.805 0.181 0.269
H 1.2701 -1.9266 1.1991 -1.486 -1.039 -0.211 0.285
O 1.7997 0.2801 -2.3220 0.525 0.853 -0.247 -0.645
H 2.0626 -0.1222 -1.4920 -0.333 -0.390 -0.069 0.315
H 1.3056 -0.3297 -2.8686 -0.194 -0.389 0.318 0.313
```
Forces are in eV/Å.

Computed properties:
Calculated total energy, Eh: -531.04039
Structure (SMILES): NC(N)=O.O.O.O.O
Total charge: 0
Frontier orbital gap, Ha: 0.38371
Relative energy (zero: lowest compared OMol25 entry of this formula, charge and spin), kJ/mol: 53.6
HOMO energy, eV: -10.1

=====

# C13H4AsF11NO4Pt

C13H4AsF11NO4Pt as an isolated structure in a non-equilibrium geometry (the ωB97M-V functional and the def2-TZVPD basis, the OMol25 dataset).

XYZ file:
```
35
Properties=species:S:1:pos:R:3:forces:R:3:mulliken_charge:R:1
Pt -0.1720 -0.1079 -0.1805 0.453 1.691 1.253 1.141
O 1.9375 -0.2907 0.1012 -1.184 -0.211 -1.341 -0.515
C 2.7208 -0.0921 1.0109 1.445 0.378 1.182 0.056
C 2.4312 -0.0705 2.4306 -0.362 0.046 0.168 0.345
C 3.4535 0.0333 3.3643 -0.187 -0.106 -1.308 -0.418
C 3.1528 0.0533 4.7211 -0.505 -0.003 0.697 -0.106
C 1.8355 0.0713 5.1928 0.240 0.046 0.222 -0.530
C 0.8030 -0.0122 4.3015 -0.362 -0.128 -0.126 -0.428
C 1.0390 -0.1764 2.8733 1.271 0.149 0.591 0.659
O 0.0794 -0.4208 2.1259 -1.117 0.278 -0.764 -0.651
N 4.2806 0.0539 5.7256 -1.594 0.056 -1.241 1.054
O 3.9204 0.0614 6.8593 0.225 0.010 1.189 -0.547
O 5.3702 0.0356 5.2469 1.288 -0.010 -0.078 -0.555
H 3.7787 0.1108 0.7586 -0.287 -0.165 -0.210 0.456
H 4.4947 0.0689 3.0588 -0.021 0.022 0.007 0.572
H 1.6520 0.1476 6.2624 0.070 0.001 -0.198 0.515
H -0.2282 0.0390 4.6264 0.014 -0.099 0.019 0.496
F 0.2298 2.0484 0.0989 -0.336 -2.163 -0.139 -0.485
As 0.0850 4.2894 0.0069 0.536 -2.022 0.339 1.800
F -1.0135 3.8604 -1.2695 0.544 0.400 0.639 -0.415
F 1.4081 3.9726 -1.0638 -0.827 0.414 0.539 -0.394
F 0.0171 5.9379 -0.0272 -0.057 0.443 -0.034 -0.321
F 1.1960 4.0279 1.3415 -0.830 0.380 -0.913 -0.413
F -1.2068 3.9402 1.1262 0.584 0.342 -0.569 -0.399
F -2.4702 -1.8597 -1.8292 -0.699 0.637 0.631 -0.157
C -3.0254 -1.0087 -0.9997 1.540 -0.441 -0.419 0.865
C -2.2019 -0.2204 -0.1789 0.962 0.115 -0.006 -0.728
C -2.8628 0.6343 0.7189 2.007 0.459 0.705 0.686
F -2.1253 1.3378 1.5558 -1.282 -0.646 -0.784 -0.144
C -4.2677 0.7752 0.7676 -1.647 0.351 0.186 0.117
F -4.8177 1.6105 1.6046 0.485 -0.686 -0.689 -0.152
C -5.0653 -0.0057 -0.0934 0.070 -0.103 0.013 0.592
F -6.3649 0.0902 -0.0583 0.532 -0.021 -0.038 -0.176
C -4.4407 -0.9106 -0.9768 -1.524 0.057 -0.087 0.325
F -5.1573 -1.6526 -1.7721 0.554 0.531 0.565 -0.147
```
Forces are in eV/Å.

Computed properties:
Calculated total energy, Eh: -4306.13621
Total charge: +2
Frontier orbital gap (alpha / beta), Ha: 0.32991 / 0.19372
2S+1: 6
HOMO energy (alpha / beta), eV: -17.0 / -17.4

=====

# C20H57ClN5O10

A 7-piece molecular cluster, C20H57ClN5O10 overall in a non-equilibrium geometry (the ωB97M-V functional and the def2-TZVPD basis, the OMol25 dataset).

XYZ file:
```
93
Properties=species:S:1:pos:R:3:forces:R:3:mulliken_charge:R:1
Cl -7.6614 30.6952 40.7849 0.030 1.286 -0.618 1.562
O -7.0461 29.5985 40.0744 -0.090 -0.665 0.502 -0.387
O -8.5996 30.1973 41.7547 -0.414 -0.407 0.146 -0.615
O -6.6335 31.4463 41.4628 -0.064 0.003 -0.086 -0.803
O -8.3529 31.5391 39.8243 0.296 -0.402 0.552 -0.681
O -10.5082 32.6932 38.1079 -0.299 -0.331 0.075 -0.739
H -9.6357 32.6011 38.5109 -0.128 -0.123 0.042 0.437
H -11.0838 32.0881 38.6328 0.527 0.783 -0.194 0.287
C -2.1337 28.9067 42.4266 0.082 0.391 0.193 -1.586
C -2.7408 29.8845 41.4292 -0.769 -0.152 0.009 0.501
C -3.5445 29.1713 40.3446 0.059 0.206 -0.631 -0.393
O -2.6343 28.4706 39.4931 -0.562 -0.302 0.493 -0.433
C -3.2856 27.4441 38.7893 0.826 -0.850 -0.427 -0.613
N -3.6081 30.8342 42.1449 -0.428 -0.312 -0.193 -0.718
H -2.8927 28.2610 42.8808 -0.073 -0.253 -0.489 0.341
H -1.7561 29.4511 43.2980 0.378 0.154 -0.261 0.431
H -1.3327 28.3414 41.9534 -0.066 -0.225 0.210 0.345
H -1.9646 30.4316 40.8853 0.160 0.026 0.266 0.382
H -4.1128 29.8630 39.7083 0.197 0.401 0.174 0.361
H -4.3429 28.5334 40.7493 0.377 -0.386 0.267 0.177
H -2.5091 26.8247 38.3206 0.029 0.275 -0.040 0.359
H -3.9321 27.7926 37.9761 -0.202 0.201 0.322 0.205
H -3.7962 26.7402 39.4589 -0.365 0.334 0.030 0.307
H -4.4807 30.9205 41.6229 0.085 0.496 0.028 0.296
H -3.9248 30.4105 43.0133 0.239 0.088 0.094 0.213
C -7.8950 28.6179 45.2811 -0.164 0.896 0.901 -1.583
C -6.6141 29.2129 44.7046 -0.254 0.485 0.009 0.994
C -5.4506 28.8701 45.6080 1.498 -0.946 -0.433 -0.885
O -5.5338 29.4577 46.8790 -1.045 0.229 0.188 -0.345
C -4.9510 28.7528 47.9348 0.410 0.194 0.090 -0.764
N -6.4135 28.6915 43.3678 -0.078 -0.937 0.166 -0.237
H -7.9194 27.5297 45.2926 -0.012 -0.035 -0.411 0.288
H -8.7686 29.0852 44.8218 -0.020 -0.479 -0.419 0.295
H -7.9824 28.9486 46.3243 0.166 -0.113 -0.013 0.488
H -6.7646 30.3021 44.6703 0.198 0.046 0.248 0.235
H -4.4470 29.1137 45.2161 -0.290 0.474 -0.509 0.373
H -5.3708 27.7683 45.6134 -0.443 -0.012 0.553 0.373
H -5.1855 29.2800 48.8619 -0.103 0.041 -0.108 0.248
H -3.8542 28.7700 47.8373 -0.081 -0.354 0.015 0.292
H -5.3310 27.7282 48.0270 0.131 -0.012 -0.176 0.318
H -7.2329 28.9252 42.8228 0.144 0.051 -0.240 -0.331
H -5.5842 28.9946 42.8786 -0.035 0.386 0.120 -0.012
C -7.1729 29.4017 35.3202 -0.534 -0.889 -0.392 -1.705
C -7.2047 29.2119 36.8233 0.153 1.548 0.536 1.616
C -6.8336 27.8164 37.2659 -0.883 -0.832 0.301 -0.401
O -8.0061 27.0099 37.0716 -0.132 -0.348 -0.979 -0.480
C -7.7134 25.6347 37.0632 0.641 -0.146 0.702 -0.898
N -6.2771 30.1394 37.4606 1.681 -0.676 0.050 -0.513
H -6.1882 29.1633 34.9137 0.176 0.596 0.081 0.353
H -7.5648 30.3840 35.0612 0.491 0.187 -0.087 0.426
H -7.8384 28.6995 34.8037 -0.164 -0.055 0.321 0.312
H -8.2114 29.4648 37.1756 -0.269 -0.585 -0.016 -0.508
H -6.6100 27.7154 38.3373 0.277 0.547 -0.045 0.081
H -5.9917 27.3835 36.7132 0.010 0.219 -0.198 0.578
H -8.5901 24.9960 36.9716 -0.344 0.481 -0.198 0.249
H -7.2655 25.3771 38.0355 0.186 -0.203 -0.105 0.318
H -7.0000 25.3671 36.2770 0.004 0.062 -0.064 0.367
H -6.3843 31.1363 37.3886 -0.649 -0.026 -0.421 0.286
H -6.1407 29.9170 38.4393 -0.290 0.150 -0.273 -0.189
C -7.8854 25.9126 41.1884 0.208 -0.609 -0.494 -1.027
C -9.2846 26.1649 40.6559 -0.483 -0.446 -0.192 0.172
C -10.2549 26.5446 41.7834 1.099 0.973 0.213 -0.309
O -10.5529 25.4701 42.6332 -0.679 -0.919 -0.737 -0.419
C -11.4638 25.7668 43.6705 0.880 0.306 0.006 -0.628
N -9.3409 27.1998 39.6180 0.355 0.296 1.001 -0.210
H -7.2058 25.7263 40.3497 -0.053 -0.111 -0.029 0.202
H -7.8969 25.0032 41.7955 0.173 0.223 0.251 0.468
H -7.4492 26.7560 41.7180 -0.225 0.093 0.321 0.043
H -9.6738 25.2484 40.1945 0.078 -0.080 0.118 0.410
H -11.1087 27.0612 41.3329 -0.390 -0.348 0.171 0.284
H -9.7206 27.2725 42.4116 -0.113 0.467 -0.151 0.183
H -12.3021 26.3921 43.3449 0.012 -0.096 -0.106 0.283
H -10.8956 26.3031 44.4451 -0.397 0.021 0.167 0.197
H -11.8216 24.8158 44.0602 -0.063 0.062 0.054 0.256
H -8.9588 28.0307 40.0777 0.036 0.131 -0.522 -0.018
H -8.7312 26.9845 38.8264 -0.245 0.146 0.330 0.028
C -13.2755 30.1093 37.8262 -0.357 -0.351 -0.794 -1.690
C -12.0304 29.6303 38.5641 -0.511 0.532 0.139 0.871
C -12.0428 30.1131 40.0201 0.274 0.366 -0.105 -0.090
O -12.1490 31.5336 40.0296 -0.007 -0.397 -0.477 -0.320
C -11.9869 32.2070 41.2463 -0.591 0.452 0.123 -0.788
N -11.8824 28.1894 38.4779 0.715 -0.310 -0.054 -0.670
H -13.2113 29.8045 36.7762 0.064 -0.288 0.136 0.429
H -13.4273 31.1864 37.7529 0.198 0.054 0.593 0.291
H -14.1740 29.6348 38.2342 -0.021 0.117 0.084 0.325
H -11.1908 30.0916 38.0396 0.259 -0.140 0.202 0.043
H -11.1015 29.8156 40.4972 -0.135 -0.085 0.190 -0.076
H -12.9136 29.6875 40.5406 0.120 -0.147 0.087 0.444
H -11.0554 31.9943 41.7729 0.126 -0.157 -0.162 0.236
H -12.8424 32.0427 41.9153 0.076 -0.346 0.078 0.314
H -12.0493 33.2627 40.9820 0.344 0.060 0.092 0.271
H -12.4637 27.6880 39.1440 -0.208 0.253 -0.034 0.336
H -10.9125 27.9163 38.7325 -0.744 0.096 -0.159 0.286
```
Forces are in eV/Å.

Computed properties:
Calculated total energy, Eh: -2282.33331
Total charge: -1
Frontier orbital gap, Ha: 0.31978
Relative energy (zero: lowest compared OMol25 entry of this formula, charge and spin), kJ/mol: 0.0
HOMO energy, eV: -6.1